No. 1
Formula: C41H53Cl5NO3PSb2Tc
Source: OMol25
Level of theory: ωB97M-V with the def2-TZVPD basis set

Values from the calculation:
DFT total energy (Ha): -5077.6898
LUMO energy (spin up / spin down) (eV): -4.73 / -6.62
Multiplicity: 4
Gap between HOMO and LUMO (spin up / spin down) (eV): 8.216 / 6.437
Charge: +2

Cartesian coordinates (Å):
Tc (-1.496219, -0.071775, 0.269295)
Cl (0.347052, 2.681022, 2.245173)
C (-1.356454, 2.457420, 2.349328)
C (-1.939405, 1.410046, 1.651914)
C (-3.316328, 1.296726, 1.775284)
Cl (-3.873415, -0.046776, 0.812583)
C (-4.138699, 2.138147, 2.491355)
Cl (-5.833129, 1.899222, 2.527883)
C (-3.517759, 3.184009, 3.179699)
Cl (-4.465353, 4.280340, 4.086838)
C (-2.127736, 3.337503, 3.113505)
Cl (-1.373497, 4.616444, 3.962103)
O (2.557926, 0.039575, -0.654346)
C (1.360374, 0.324599, -0.822484)
O (0.497351, 0.091323, 0.116350)
C (0.997882, 0.938915, -2.151013)
C (2.061560, 1.011699, -3.059035)
C (1.935968, 1.660435, -4.272334)
C (0.740393, 2.281129, -4.600718)
C (-0.328819, 2.202704, -3.727530)
C (-0.228529, 1.514968, -2.517380)
P (-1.684389, 1.585398, -1.436761)
C (-1.637230, 3.348987, -0.965142)
C (-2.755831, 4.175315, -0.887423)
C (-2.624925, 5.491615, -0.469035)
C (-1.379892, 6.000290, -0.136323)
C (-0.257385, 5.189809, -0.231681)
C (-0.385322, 3.871123, -0.630974)
C (-3.139664, 1.266379, -2.472069)
C (-3.044366, 0.598098, -3.691942)
C (-4.191971, 0.271394, -4.397304)
C (-5.441781, 0.601665, -3.895737)
C (-5.547005, 1.233259, -2.665014)
C (-4.404994, 1.547218, -1.947854)
H (3.006766, 0.576599, -2.770108)
H (2.779024, 1.706976, -4.947973)
H (0.646306, 2.841941, -5.520780)
H (-1.258601, 2.699850, -3.975411)
H (-3.731988, 3.819484, -1.178569)
H (-3.502781, 6.121744, -0.418841)
H (-1.279836, 7.028814, 0.182885)
H (0.720540, 5.592041, -0.001645)
H (0.497455, 3.248874, -0.701504)
H (-2.074134, 0.338050, -4.094448)
H (-4.112457, -0.238987, -5.348206)
H (-6.334202, 0.354898, -4.454600)
H (-6.521029, 1.475589, -2.261713)
H (-4.502148, 2.006182, -0.973422)
C (-2.841151, -3.497801, 1.315837)
Sb (-1.643954, -1.977344, 2.241128)
C (-0.414095, -3.343149, 3.347561)
C (-2.976242, -1.444215, 3.830810)
H (-3.490385, -3.944747, 2.066383)
H (-2.186455, -4.268549, 0.910463)
H (-3.446027, -3.085946, 0.510217)
H (-1.094120, -4.047298, 3.823754)
H (0.147924, -2.816615, 4.116099)
H (0.266505, -3.882026, 2.692594)
H (-2.760099, -2.077859, 4.688592)
H (-4.005498, -1.609259, 3.518734)
H (-2.849785, -0.401736, 4.117430)
C (-0.165647, -4.113178, -3.470191)
N (-1.070522, -3.179166, -2.807988)
C (-2.400201, -3.005027, -3.383762)
C (-0.716907, -2.511545, -1.719112)
C (0.599959, -2.839776, -1.082805)
O (-1.498099, -1.654845, -1.228408)
H (-0.584370, -4.383484, -4.434521)
H (-0.033930, -5.026869, -2.887864)
H (0.810745, -3.662077, -3.641110)
H (-2.754123, -3.965136, -3.752794)
H (-2.379764, -2.291471, -4.208842)
H (-3.084538, -2.641617, -2.622909)
H (0.737852, -3.917357, -1.002828)
H (0.629060, -2.393509, -0.093721)
H (1.430546, -2.429288, -1.660437)
C (5.433379, -2.021028, 2.600029)
C (4.265132, -1.804176, 1.650543)
C (3.223512, -2.901360, 1.811757)
Sb (3.310216, 0.187760, 1.919026)
C (3.254980, 0.723552, 4.134157)
C (2.195624, -0.150817, 4.778890)
C (4.619527, 0.618653, 4.780909)
C (4.723221, 1.587067, 0.939018)
C (6.171943, 1.333377, 1.322063)
C (4.262946, 3.004665, 1.251461)
H (5.938205, -2.952982, 2.332167)
H (5.085101, -2.128549, 3.627301)
H (6.165963, -1.216920, 2.557125)
H (4.601054, -1.747894, 0.613584)
H (2.921385, -2.993146, 2.856340)
H (3.648715, -3.859055, 1.501589)
H (2.337934, -2.709488, 1.206372)
H (2.931266, 1.762210, 4.097921)
H (2.550125, -1.177840, 4.888220)
H (1.268786, -0.154816, 4.198866)
H (1.962680, 0.229614, 5.776775)
H (4.943730, -0.413045, 4.903966)
H (4.566221, 1.068247, 5.777479)
H (5.382709, 1.163246, 4.226762)
H (4.578387, 1.368549, -0.118563)
H (6.346067, 1.443814, 2.392250)
H (6.805580, 2.065329, 0.814362)
H (6.505144, 0.344276, 1.009209)
H (4.389553, 3.241731, 2.310086)
H (3.212574, 3.150804, 0.986660)
H (4.856140, 3.720027, 0.677888)

Cartesian forces (eV/Å) of the 2 atoms listed first:
Tc 0.817 0.061 -0.415
Cl 0.365 -0.075 0.182

Mulliken population analysis, charges in e, atoms 1 to 2: Tc 0.07; Cl 0.05



No. 2
Formula: C41H54BCl3N11ORhS5
Source: OMol25
Level of theory: ωB97M-V with the def2-TZVPD basis set

Values from the calculation:
DFT total energy (Ha): -5778.9086
LUMO energy (spin up / spin down) (eV): -3.79 / -7.08
Multiplicity: 5
Gap between HOMO and LUMO (spin up / spin down) (eV): 8.470 / 5.297
Charge: +2

Cartesian coordinates (Å):
Rh (1.007785, 0.507744, 0.950213)
C (-1.139081, 1.844518, -2.807813)
C (-1.954935, 3.021033, -2.271889)
C (-1.189264, 4.339461, -2.342087)
C (-3.229863, 3.147365, -3.100581)
N (-2.337357, 2.740114, -0.842351)
C (-3.636420, 2.634445, -0.397374)
C (-3.589157, 2.383724, 0.928223)
N (-2.270241, 2.332255, 1.306408)
B (-1.944658, 1.941574, 2.779417)
N (-2.166533, 0.437530, 3.013947)
C (-2.715621, 0.003162, 4.203609)
C (-2.862510, -1.331701, 4.129517)
N (-2.400254, -1.731960, 2.888761)
C (-1.978907, -0.633999, 2.217861)
S (-1.303958, -0.605409, 0.623508)
C (-2.348764, -3.168361, 2.441707)
C (-2.963398, -4.044689, 3.528833)
C (-0.885359, -3.565631, 2.265380)
C (-3.159426, -3.346054, 1.159960)
N (-0.552668, 2.472279, 3.273216)
C (-0.446518, 3.805169, 3.574619)
C (0.777143, 4.023809, 4.105885)
N (1.436549, 2.816489, 4.131420)
C (0.612997, 1.887611, 3.592819)
S (1.019238, 0.212233, 3.286486)
C (2.749572, 2.590495, 4.847236)
C (3.223237, 3.922121, 5.420359)
C (3.807616, 2.078474, 3.876759)
C (2.500562, 1.610651, 5.991704)
C (-1.517299, 2.544470, 0.216388)
S (0.216954, 2.616414, 0.191009)
H (-0.989947, 1.981855, -3.878916)
H (-0.163163, 1.783381, -2.331633)
H (-1.675782, 0.906750, -2.648921)
H (-0.952645, 4.554154, -3.383959)
H (-1.800388, 5.156575, -1.958021)
H (-0.256054, 4.304474, -1.785283)
H (-2.937635, 3.347340, -4.129997)
H (-3.816559, 2.228194, -3.096238)
H (-3.852727, 3.978972, -2.771825)
H (-4.486180, 2.753780, -1.039463)
H (-4.386091, 2.242291, 1.635835)
H (-2.751338, 2.510238, 3.461662)
H (-2.969581, 0.686945, 4.992486)
H (-3.265951, -2.015953, 4.848756)
H (-2.409284, -3.990778, 4.466228)
H (-4.010680, -3.801706, 3.709535)
H (-2.922469, -5.075841, 3.181682)
H (-0.322570, -3.350706, 3.176125)
H (-0.836945, -4.637198, 2.077719)
H (-0.428863, -3.044628, 1.426738)
H (-4.203623, -3.079146, 1.327511)
H (-2.768885, -2.744819, 0.343053)
H (-3.117003, -4.393750, 0.859397)
H (-1.263168, 4.486810, 3.417709)
H (1.209321, 4.931972, 4.476888)
H (3.390248, 4.666108, 4.640625)
H (2.534978, 4.322054, 6.164830)
H (4.175519, 3.746941, 5.917759)
H (3.978517, 2.807069, 3.084909)
H (4.737818, 1.945350, 4.429037)
H (3.536876, 1.124324, 3.433701)
H (1.702327, 1.971111, 6.641179)
H (2.240203, 0.616961, 5.631174)
H (3.408610, 1.522361, 6.586825)
Cl (-1.489808, -2.353820, -9.966430)
C (-1.066543, -2.383832, -8.293621)
C (-1.438514, -1.335208, -7.469246)
C (-1.091566, -1.388058, -6.129955)
C (-0.378517, -2.454458, -5.590240)
C (-0.037579, -2.431216, -4.118985)
C (1.457251, -2.262009, -3.852460)
N (1.662521, -2.087520, -2.416434)
C (1.783331, -3.093054, -1.493266)
C (1.697595, -2.502978, -0.269128)
N (1.513472, -1.148547, -0.440445)
C (1.500890, -0.939148, -1.743622)
O (-0.462566, -3.592308, -3.435085)
C (-1.608282, -3.381239, -2.608268)
C (-2.050922, -4.697543, -2.073435)
C (-3.114315, -5.404776, -2.552077)
Cl (-4.169248, -4.936298, -3.818137)
S (-3.333665, -6.902604, -1.754678)
C (-1.979035, -6.606848, -0.750650)
C (-1.394902, -5.411594, -1.028631)
C (-0.018685, -3.489605, -6.451676)
Cl (0.873075, -4.869400, -5.887729)
C (-0.358654, -3.464810, -7.793347)
H (-1.998779, -0.503337, -7.870280)
H (-1.397012, -0.579077, -5.475741)
H (-0.539167, -1.554073, -3.686371)
H (1.850025, -1.392661, -4.378626)
H (2.004695, -3.146118, -4.169569)
H (1.898523, -4.119948, -1.790943)
H (1.716091, -2.961448, 0.705163)
H (1.363276, 0.014737, -2.226724)
H (-2.414154, -2.921458, -3.188755)
H (-1.337014, -2.699989, -1.787829)
H (-1.680524, -7.340935, -0.020500)
H (-0.516703, -5.040530, -0.520037)
H (-0.074118, -4.281145, -8.440957)
C (5.399681, 5.220365, 1.124682)
C (4.615541, 4.668209, -0.067388)
C (4.284488, 3.221404, 0.086833)
N (3.114416, 2.762216, 0.340470)
N (3.079744, 1.393087, 0.475625)
C (4.256146, 0.836325, 0.307828)
N (4.484004, -0.487220, 0.359409)
S (5.506912, 1.975561, -0.022701)
H (5.740592, 6.232218, 0.915443)
H (6.278243, 4.612619, 1.345853)
H (4.773889, 5.249989, 2.016983)
H (5.181917, 4.809787, -0.989935)
H (3.668134, 5.194898, -0.181920)
H (3.737071, -1.108516, 0.617433)
H (5.422411, -0.844908, 0.369841)

Cartesian forces (eV/Å) of the 2 atoms listed first:
Rh -0.098 -0.195 0.471
C -0.003 -0.014 -0.014

Mulliken population analysis, charges in e, atoms 1 to 2: Rh 1.27; C -1.51